(1)
Computed, not measured: a structure of composition C11H40F2NO15S2Tl, with wB97M-V/def2-TZVPD.

- Charge: +2
- Electronic energy: -2794.07377 a.u.
- F_max: 0.1949 hartree/bohr
- HOMO level: -14.75 eV
- Frontier orbital gap: 0.06120 hartree

Last column: Löwdin charge in e.
CARTESIAN COORDINATES (ANGSTROEM)
Tl (1.96408, -22.25111, -24.64147)  1.134
N (4.53662, -21.58479, -23.76986)  -0.277
S (5.56198, -20.38425, -23.89266)  0.448
O (6.36514, -20.19648, -25.09101)  -0.225
O (5.91058, -19.71866, -22.66882)  -0.224
F (4.38636, -19.39203, -24.35837)  -0.211
S (5.85518, -22.57791, -23.27735)  0.651
O (6.00733, -22.79739, -21.82999)  -0.232
O (6.83738, -23.05604, -24.27270)  -0.251
F (4.78479, -23.79207, -23.52084)  -0.247
C (10.16935, -21.01469, -21.44098)  -0.093
C (10.73129, -20.95552, -22.87941)  -0.084
C (9.42364, -21.21319, -23.66836)  -0.103
O (8.56431, -20.28704, -23.02093)  -0.004
C (8.82524, -20.29808, -21.57823)  -0.054
H (10.96726, -20.70321, -20.76688)  0.141
H (9.89651, -22.02883, -21.14914)  0.138
H (11.44625, -21.75520, -23.07295)  0.137
H (11.28258, -20.05046, -23.13447)  0.134
H (9.12449, -22.25377, -23.54261)  0.152
H (9.26134, -21.06150, -24.73548)  0.152
H (7.88800, -20.67154, -21.16566)  0.124
H (8.97309, -19.27056, -21.24589)  0.175
C (2.28858, -16.46688, -26.54758)  -0.125
C (2.49787, -16.28240, -25.06886)  -0.147
C (1.06937, -16.11439, -24.57288)  -0.144
O (0.39295, -17.08853, -25.36052)  -0.081
C (0.89932, -17.10855, -26.66761)  -0.140
H (2.98473, -17.15274, -27.03034)  0.107
H (2.32027, -15.54266, -27.12458)  0.130
H (3.12512, -15.45082, -24.74773)  0.116
H (2.93335, -17.10840, -24.50656)  0.092
H (0.54295, -15.17987, -24.76694)  0.148
H (0.87361, -16.19672, -23.50377)  0.136
H (0.21198, -16.37172, -27.08324)  0.154
H (0.83777, -18.10986, -27.09385)  0.120
O (1.65775, -19.37680, -23.59727)  -0.114
H (1.61736, -18.93069, -22.75135)  0.054
H (1.04774, -18.89228, -24.15347)  0.022
O (6.62096, -21.90742, -19.15809)  0.043
H (6.40763, -22.52949, -19.85361)  0.012
H (6.50683, -21.04723, -19.56216)  -0.018
O (6.35254, -21.37808, -27.59923)  0.023
H (6.73358, -20.88627, -26.87179)  -0.005
H (6.84725, -22.19725, -27.62033)  0.015
O (2.32761, -20.03722, -26.65598)  -0.127
H (2.93603, -19.34813, -26.92286)  0.040
H (1.76876, -20.17347, -27.42106)  0.056
O (5.68805, -19.25695, -19.71069)  -0.026
H (4.79970, -19.27625, -19.35473)  0.061
H (5.69334, -18.50423, -20.30198)  0.015
O (2.42908, -24.53771, -22.56677)  -0.126
H (3.11205, -25.19706, -22.68943)  0.038
H (2.06418, -24.72805, -21.70257)  0.055
O (7.73653, -23.94140, -26.82938)  -0.029
H (7.07282, -23.78601, -26.15739)  -0.001
H (8.57023, -23.86700, -26.36501)  0.043
O (2.80366, -21.48850, -21.35326)  -0.052
H (2.89210, -20.96302, -20.55809)  0.042
H (3.48527, -21.15633, -21.93747)  -0.032
C (5.04056, -16.24828, -22.01873)  -0.009
C (6.60428, -16.17590, -22.20058)  -0.418
C (7.16303, -15.00575, -23.05082)  -0.017
O (7.27974, -16.19765, -20.93601)  0.007
H (4.83201, -15.80129, -21.04671)  0.088
H (4.66246, -17.26240, -22.14797)  0.058
H (4.54592, -15.64580, -22.78060)  0.064
H (6.92607, -17.13835, -22.59838)  0.116
H (6.93468, -14.03038, -22.62117)  0.092
H (6.95012, -15.09431, -24.11615)  0.090
H (8.24877, -15.04157, -22.96142)  0.083
H (6.96598, -15.46874, -20.39577)  0.108


(2)
Computed, not measured: a cluster of 9 separate species, C11H40N2O9 in total, with wB97M-V/def2-TZVPD.

- Electronic energy: -1229.57019 a.u.
- F_max: 0.1409 hartree/bohr
- ΔE to the lowest compared entry with this formula, charge and spin: 25.4 kcal/mol
- Structure (SMILES): NC(N)=O.CCO.CCO.CO.CO.CO.CO.CO.CO
- HOMO level: -9.13 eV
- Frontier orbital gap: 0.33948 hartree

Last column: Löwdin charge in e.
CARTESIAN COORDINATES (ANGSTROEM)
N (-1.04903, -3.26400, 0.04085)  0.164
C (-1.92503, -3.45700, 0.96885)  -0.637
N (-2.30803, -2.27800, 1.41285)  0.112
O (-2.35903, -4.68900, 1.39785)  -0.106
H (-0.68303, -4.11900, -0.29615)  0.127
H (-0.76103, -2.36300, -0.32415)  0.070
H (-3.02503, -2.22700, 2.21885)  0.175
H (-2.01103, -1.31600, 1.03585)  0.103
C (0.65497, 0.21100, 4.00385)  -0.087
C (0.64797, -1.30100, 3.87985)  -0.301
O (-0.70203, -1.74700, 3.75485)  -0.088
H (1.66497, 0.54400, 4.26885)  0.050
H (0.01897, 0.52900, 4.82785)  0.076
H (0.35797, 0.73300, 3.05985)  0.065
H (1.08797, -1.75200, 4.76985)  0.110
H (1.27497, -1.59300, 2.99485)  0.108
H (-0.87603, -2.04600, 2.85185)  0.028
C (2.14497, -1.18000, 0.17985)  -0.038
C (0.76497, -0.51800, 0.11985)  -0.276
O (0.02197, -0.87500, -1.04115)  -0.090
H (2.18897, -2.21700, -0.09815)  0.083
H (2.56897, -1.07800, 1.12985)  0.038
H (2.75497, -0.63400, -0.47915)  0.043
H (0.93697, 0.57500, 0.23285)  0.105
H (0.06897, -0.82900, 0.87385)  0.073
H (0.39097, -0.42800, -1.78315)  0.036
C (1.62697, 3.12500, -1.20115)  -0.130
O (1.13897, 3.94100, -0.07815)  -0.125
H (1.12897, 2.20200, -1.25915)  0.028
H (2.69597, 3.02600, -1.16515)  0.076
H (1.41697, 3.56800, -2.16615)  0.073
H (1.83097, 4.58400, 0.15285)  0.077
C (-2.20603, 0.37400, -3.92215)  -0.188
O (-3.44403, 0.79300, -4.48015)  -0.126
H (-1.42303, 0.92600, -4.52815)  0.073
H (-2.11103, -0.72800, -3.94415)  0.096
H (-1.90703, 0.84800, -2.95615)  0.073
H (-3.63503, 1.74000, -4.29215)  0.097
C (2.22097, 0.35700, -3.42915)  -0.135
O (1.00197, -0.28800, -3.72615)  -0.113
H (2.83497, -0.04900, -2.62315)  0.085
H (1.92897, 1.35000, -3.15515)  0.052
H (2.84197, 0.49200, -4.28615)  0.079
H (0.68697, 0.22100, -4.48715)  0.082
C (-3.22203, -1.44300, -1.62015)  -0.222
O (-2.87203, -2.65800, -2.16815)  -0.100
H (-2.42103, -0.71700, -1.37915)  0.053
H (-3.74203, -1.73900, -0.62515)  0.102
H (-4.04403, -1.01600, -2.16415)  0.076
H (-2.31803, -3.07200, -1.50215)  0.032
C (3.64697, 1.74000, 2.58685)  -0.141
O (3.10797, 2.28400, 1.37585)  -0.115
H (4.48297, 2.29900, 2.96785)  0.065
H (3.91597, 0.65000, 2.49585)  0.100
H (2.96897, 1.92700, 3.42285)  0.058
H (2.78097, 3.12600, 1.61185)  0.036
C (-1.64403, 1.81000, 0.80485)  -0.177
O (-2.35003, 0.71200, 1.18385)  -0.141
H (-2.12903, 2.75800, 0.94185)  0.081
H (-1.25303, 1.71200, -0.18615)  0.072
H (-0.91303, 1.78000, 1.62285)  0.073
H (-2.47403, 0.68400, 2.17585)  0.132


(3)
Computed, not measured: a structure of composition C11H41N14NiO13, with wB97M-V/def2-TZVPD.

- Expectation value of S²: 2.003
- Charge: +1
- Electronic energy: -3696.73106 a.u.
- F_max: 0.1823 hartree/bohr
- Multiplicity: 3
- HOMO level (spin up / spin down): -10.84 / -10.84 eV
- Frontier orbital gap (spin up / spin down): 0.31508 / 0.29800 hartree

Last column: Löwdin charge in e.
CARTESIAN COORDINATES (ANGSTROEM)
Ni (0.68240, -0.67061, 2.81466)  0.834
O (1.37914, 1.38444, -0.47555)  0.117
C (0.42286, 0.53814, -0.11563)  -0.806
O (-0.67918, 0.73258, -0.61222)  -0.015
O (0.63047, -0.31299, 0.73867)  -0.011
H (0.79801, 1.90059, -1.03901)  0.056
C (4.07357, 0.77898, -3.15030)  -0.129
O (5.48828, 0.92172, -2.78514)  -0.132
H (3.48119, 0.50617, -2.27694)  0.066
H (3.72413, 1.72794, -3.55706)  0.062
H (3.87793, 0.10743, -3.98627)  0.071
H (6.02318, 0.77068, -3.56787)  0.063
C (0.05753, 4.12350, 0.77792)  -0.217
O (0.53158, 4.93140, -0.21573)  -0.085
H (-0.49949, 3.28460, 0.36070)  0.042
H (0.81208, 3.76483, 1.47799)  0.076
H (-0.70059, 4.70033, 1.30765)  0.083
H (0.40691, 4.41186, -1.01331)  0.028
C (-3.82794, 2.73122, -0.26944)  -0.182
O (-2.60338, 3.25585, -0.60179)  -0.106
H (-3.86379, 2.19737, 0.68020)  0.055
H (-4.49713, 3.59158, -0.26120)  0.089
H (-4.15954, 2.10518, -1.09782)  0.081
H (-2.08411, 2.47644, -0.81268)  0.037
C (0.23780, 2.63727, -3.43966)  -0.724
O (0.38528, 3.10568, -2.34833)  0.065
N (-0.36615, 1.49663, -3.68914)  0.187
N (0.66660, 3.02530, -4.58837)  0.182
H (-0.47294, 1.20441, -4.65002)  0.117
H (-0.78325, 0.96145, -2.94100)  0.070
H (0.49373, 2.47148, -5.41510)  0.122
H (1.17963, 3.89460, -4.62314)  0.136
C (0.98245, -3.91876, -1.30818)  -0.842
O (2.12257, -3.51328, -1.38759)  0.067
N (0.62437, -5.09006, -1.76375)  0.168
N (0.04257, -3.32311, -0.70568)  0.169
H (-0.29901, -5.49362, -1.69582)  0.106
H (1.25684, -5.65092, -2.31649)  0.124
H (0.32483, -2.49133, -0.20710)  0.106
H (-0.87912, -3.73612, -0.70862)  0.123
C (3.54560, 0.71611, 2.65639)  -0.692
O (2.56171, 0.09120, 2.99625)  0.020
N (3.69234, 1.28160, 1.51568)  0.216
N (4.55295, 1.10795, 3.40700)  0.176
H (4.21287, 2.14647, 1.54958)  0.133
H (2.89409, 1.29445, 0.89703)  0.093
H (5.36098, 1.63166, 3.10220)  0.126
H (4.54316, 0.90511, 4.39638)  0.122
C (-1.19179, 1.60492, 3.70396)  -0.684
O (-0.15070, 1.06258, 3.33126)  -0.001
N (-1.57669, 2.02754, 4.82319)  0.220
N (-2.18106, 1.70268, 2.82035)  0.206
H (-2.52193, 2.35126, 4.97090)  0.140
H (-0.90900, 2.10409, 5.57713)  0.147
H (-2.01492, 1.60461, 1.82895)  0.101
H (-3.02235, 2.15944, 3.14240)  0.116
C (-2.17268, -1.64681, 1.92625)  -0.739
O (-1.19292, -1.49189, 2.62841)  0.001
N (-3.22368, -2.17630, 2.38193)  0.203
N (-2.32284, -1.19200, 0.69201)  0.213
H (-3.07826, -2.45149, 3.34278)  0.143
H (-3.98068, -2.35152, 1.73668)  0.134
H (-1.58408, -0.66144, 0.25286)  0.052
H (-3.17262, -1.39503, 0.18530)  0.117
C (-3.13480, -0.94029, -3.38721)  -0.814
O (-3.62061, 0.17414, -3.48678)  0.043
N (-2.13037, -1.30584, -2.68178)  0.174
N (-3.62807, -1.98519, -3.96114)  0.164
H (-1.66954, -0.52651, -2.23415)  0.076
H (-1.74806, -2.23001, -2.82265)  0.108
H (-3.14182, -2.84186, -3.73803)  0.105
H (-4.43545, -1.94257, -4.56646)  0.132
C (1.40963, -3.79512, 2.73630)  -0.754
O (1.41414, -2.59172, 2.45277)  0.004
N (1.74824, -4.28193, 3.81785)  0.221
N (1.12147, -4.66607, 1.84281)  0.222
H (1.75566, -5.28843, 3.90154)  0.135
H (1.94087, -3.83703, 4.70388)  0.149
H (1.21774, -5.64659, 2.06514)  0.135
H (0.84339, -4.25902, 0.96129)  0.084


(4)
Computed, not measured: a structure of composition C11H44CdF6N2O18S2, with wB97M-V/def2-TZVPD.

- Electronic energy: -3472.56900 a.u.
- F_max: 0.0518 hartree/bohr
- ΔE to the lowest compared entry with this formula, charge and spin: 0.0 kcal/mol
- HOMO level: -7.19 eV
- Frontier orbital gap: 0.20046 hartree

Last column: Löwdin charge in e.
CARTESIAN COORDINATES (ANGSTROEM)
Cd (-0.91127, -0.62740, 1.56290)  1.419
C (0.61575, 2.54048, -0.59864)  -0.627
F (0.65354, 1.71570, -1.63835)  0.146
F (1.36723, 3.59233, -0.88794)  0.158
F (-0.65000, 2.91604, -0.38360)  0.124
S (1.36016, 1.65415, 0.88601)  0.627
O (2.75278, 1.84805, 0.79346)  -0.230
O (0.66688, 2.10561, 2.05379)  -0.305
N (0.88790, 0.07628, 0.71045)  -0.392
S (1.92500, -0.84447, -0.16046)  0.611
O (1.30331, -2.07192, -0.52927)  -0.267
O (2.62681, -0.14533, -1.14884)  -0.234
C (3.18719, -1.37047, 1.09463)  -0.672
F (4.20566, -0.53062, 1.10109)  0.157
F (2.60574, -1.37535, 2.30409)  0.111
F (3.61960, -2.58447, 0.80619)  0.173
C (-4.84090, -1.86428, -0.26245)  -0.028
C (-3.60301, -2.66988, -0.73284)  -0.542
C (-4.04816, -3.55478, -1.89958)  -0.144
C (-4.26723, -2.73139, -3.16381)  -0.164
C (-2.91942, -2.18998, -3.53044)  -0.144
C (-2.37536, -1.21940, -2.46467)  -0.518
N (-2.52022, -1.84255, -1.16162)  -0.197
O (-2.05791, -1.01915, -0.17305)  -0.366
C (-3.15066, 0.11062, -2.59643)  -0.024
C (-0.91749, -0.96650, -2.77850)  -0.030
C (-3.20081, -3.55914, 0.42744)  -0.049
H (-4.61827, -1.37715, 0.69286)  0.069
H (-5.72390, -2.49372, -0.20226)  0.085
H (-5.02901, -1.01449, -0.91660)  0.056
H (-4.95905, -4.12550, -1.68039)  0.122
H (-3.31917, -4.36052, -2.07328)  0.122
H (-4.98836, -1.96872, -2.87317)  0.103
H (-4.68015, -3.34657, -3.96355)  0.118
H (-2.91959, -1.69182, -4.50681)  0.126
H (-2.18411, -2.99138, -3.65936)  0.117
H (-2.70351, 0.90825, -2.00164)  0.065
H (-4.20446, 0.00795, -2.36135)  0.057
H (-3.09990, 0.39650, -3.65131)  0.086
H (-0.86963, -0.27473, -3.62911)  0.099
H (-0.38578, -1.84748, -3.13448)  0.088
H (-0.42695, -0.49696, -1.93362)  0.044
H (-2.94217, -2.92005, 1.27881)  0.051
H (-2.33559, -4.18782, 0.20883)  0.072
H (-4.04745, -4.17503, 0.73170)  0.093
O (4.29683, 0.04657, 4.12215)  -0.048
H (3.34269, -0.01235, 3.98834)  0.004
H (4.39689, 0.11991, 5.07630)  0.054
O (-2.88000, 4.71669, -0.66871)  -0.034
H (-2.47817, 4.20681, -1.38197)  0.050
H (-2.90563, 4.11151, 0.07883)  0.031
O (7.02010, -2.37877, 0.42011)  -0.067
H (6.65333, -1.49660, 0.31406)  0.019
H (6.61131, -2.71336, 1.23015)  -0.005
O (5.86455, -2.41303, 3.22415)  -0.050
H (5.36539, -1.59602, 3.37023)  0.000
H (5.29678, -3.11197, 3.56309)  0.048
O (1.98715, 6.45110, -0.80847)  -0.047
H (1.66676, 5.56569, -0.58281)  0.001
H (1.67280, 6.61305, -1.70505)  0.042
O (1.51429, 0.99099, 4.98378)  -0.046
H (1.07253, 1.74011, 4.56755)  0.020
H (1.64783, 1.25200, 5.90092)  0.051
O (-0.40536, -2.70286, 1.63382)  -0.127
H (-0.33168, -2.99498, 0.70426)  0.037
H (-0.47676, -3.50037, 2.16970)  0.092
O (3.32598, 1.35817, -3.45593)  -0.060
H (4.11479, 1.88660, -3.30322)  0.035
H (3.02540, 1.09487, -2.57497)  -0.025
O (-1.94411, 1.25278, 1.58755)  -0.117
H (-2.69930, 1.29207, 0.97867)  0.075
H (-1.99094, 2.01329, 2.17850)  0.080
O (1.28130, 4.85196, 2.93823)  -0.064
H (0.90800, 4.11827, 3.43239)  -0.001
H (0.52430, 5.26809, 2.49733)  -0.007
O (-0.53302, -4.13023, -1.64479)  -0.059
H (-1.25912, -3.50301, -1.83352)  -0.002
H (0.14164, -3.57345, -1.23649)  -0.012
O (-0.68141, 5.68849, 1.03041)  -0.054
H (-0.26064, 6.39088, 0.51660)  0.050
H (-1.43296, 5.37447, 0.50801)  -0.001
O (5.41798, 3.09744, 1.33368)  -0.054
H (4.92005, 2.55341, 0.71685)  0.000
H (5.33239, 2.63885, 2.17540)  0.027


Among the records above, which one has the highest electronic energy? C11H40N2O9


Which value of F_max does entry 1 give? 0.1949 hartree/bohr